C30H47GeNO4S2Si4Ti | the ωB97M-V functional and the def2-TZVPD basis

Values from the calculation:
ΔE to the lowest compared entry with this formula, charge and spin (eV): 0.000
Max |F| (eV Å⁻¹): 3.19
HOMO (alpha / beta) (eV): 0.00 / -1.90
Calculated total energy (Eh): -6408.05995

Structure (ORCA input):
```
! RIJCOSX wB97M-V def2-TZVPD def2/J DEFGRID3
* xyz -2 3
Ge -12.22647 -8.60408 -15.28284
H -8.70913 -7.30832 -7.80619
C -9.78194 -8.53114 -17.76974
C -16.39640 -9.08136 -11.89740
C -11.69560 -13.61524 -12.71141
H -10.49237 -11.66584 -16.96660
C -13.11926 -6.28761 -17.70750
C -9.98925 -8.14262 -9.34954
C -19.00567 -9.77901 -11.01206
H -8.68452 -13.02074 -12.52439
C -18.71477 -8.44762 -11.48049
H -19.46686 -7.68456 -11.45761
S -15.27845 -11.32428 -11.52811
C -10.12093 -11.13267 -16.08519
H -10.23696 -7.89299 -5.95113
O -14.96290 -11.78122 -10.23418
O -15.38774 -12.34912 -12.53811
H -8.45059 -11.29836 -12.20146
H -8.73910 -8.71178 -18.02077
H -11.33330 -4.29222 -15.65564
C -15.00185 -9.05105 -12.23187
H -10.64323 -11.48600 -15.18650
C -13.94032 -11.62298 -15.35953
C -13.66558 -10.24878 -17.99562
H -11.22238 -14.50158 -12.28208
H -15.64250 -8.84501 -14.75166
N -14.29357 -10.18578 -11.94795
C -9.64045 -7.85244 -8.01928
H -10.42371 -13.13497 -9.90349
H -20.01387 -10.02030 -10.70534
H -14.03247 -4.60438 -15.12863
H -14.62741 -11.66704 -14.52594
H -12.92624 -11.89761 -15.03803
C -13.43144 -9.58842 -8.70331
H -14.77519 -6.24809 -14.84251
C -11.70065 -8.87361 -7.22262
Si -10.14371 -9.29482 -16.08529
H -12.70932 -13.71007 -12.25847
Ti -12.46002 -9.16385 -12.63942
H -13.26916 -9.38375 -18.48855
H -10.71973 -5.45250 -14.41296
H -10.08615 -5.54609 -16.04076
H -15.17389 -10.40504 -7.79891
C -11.00698 -5.31407 -15.49534
C -12.52173 -9.21952 -6.13036
H -9.92951 -7.44989 -17.69328
H -11.76246 -13.72627 -13.76844
H -7.79640 -9.51010 -15.26168
H -9.30348 -7.85050 -10.10606
C -13.77727 -9.68905 -6.32151
H -14.06066 -6.83917 -17.68003
Si -10.84942 -12.08643 -12.11907
C -10.46076 -8.18158 -6.99634
S -10.78344 -7.51346 -12.20408
C -11.29660 -8.56805 -9.66500
Si -12.52384 -6.40061 -15.93140
C -8.65619 -8.86824 -14.98726
H -16.49215 -9.67675 -16.06236
H -9.10548 -11.51488 -15.91035
H -12.08136 -9.14529 -5.10631
Si -13.98363 -9.91896 -16.17080
H -13.50152 -5.59230 -13.78939
O -11.75249 -10.86664 -12.78303
C -16.71993 -10.36341 -11.44144
C -10.85892 -12.17342 -10.28362
H -10.31963 -11.31005 -9.80794
C -17.96952 -10.70649 -11.01782
H -11.90069 -12.12066 -9.98361
H -8.29442 -7.84175 -15.05304
C -11.67697 -8.33641 -10.96892
H -14.56558 -10.51919 -18.50848
H -14.25525 -12.32996 -16.12543
H -8.87266 -9.04290 -13.93607
H -12.97297 -11.10033 -18.19487
H -12.57366 -6.90309 -18.47234
H -14.41370 -10.03863 -5.50189
H -18.15349 -11.70716 -10.68874
H -13.86026 -9.72941 -9.67569
C -14.25292 -9.87848 -7.62454
C -9.12280 -12.01247 -12.72289
C -15.62487 -9.06581 -15.82260
O -14.28294 -8.09119 -12.71643
H -15.70944 -8.12477 -16.36308
H -10.38057 -8.83936 -18.62277
C -13.86817 -5.64432 -14.83435
C -17.47861 -8.12392 -11.87427
H -13.16198 -5.26440 -18.04894
H -9.00800 -11.89397 -13.78914
H -17.21255 -7.16100 -12.24157
C -12.12489 -9.02260 -8.57171
*
```

C30H47N12P2SiSn | the ωB97M-V functional and the def2-TZVPD basis

Values from the calculation:
ΔE to the lowest compared entry with this formula, charge and spin (eV): 0.000
Max |F| (eV Å⁻¹): 0.52
HOMO (eV): -11.21
Calculated total energy (Eh): -3014.77084

Structure (ORCA input):
```
! RIJCOSX wB97M-V def2-TZVPD def2/J DEFGRID3
* xyz 1 1
C -0.16393 2.82472 -3.24736
C -1.18615 -3.28943 2.47767
H -1.18369 2.63684 5.05535
C 5.44928 -2.64092 -0.03612
Sn -0.53500 -1.16298 0.14185
C 1.74050 2.81314 0.06803
N 1.07803 -1.88448 1.34423
H -1.22110 2.70890 1.36318
H -0.40939 3.42009 -5.29308
H -3.28791 -2.26367 -2.89316
C -0.59842 2.96072 -1.92630
H -2.78451 1.34328 -2.10536
C 1.16339 -2.75764 2.35708
H 1.15676 0.91040 1.88113
N -2.94569 -2.52402 1.51923
C 5.23504 -0.73146 -1.64251
H 0.65648 2.15312 -3.48055
C 2.83226 4.88389 0.69881
H 0.70825 -2.99666 -3.28772
P -3.00417 -0.82073 -1.00513
H -4.74639 -0.95372 0.64996
H -2.00620 3.99019 -0.65450
N 2.40007 -2.68156 -1.64383
C -2.30760 1.54199 3.56331
H -2.81118 -3.94064 -0.37512
C -3.40126 -2.43289 -1.81989
H -3.05383 5.25424 -2.47270
H 4.82308 4.70366 1.47615
H -2.04317 0.06100 -3.05747
H 1.08585 1.97371 4.10514
H 0.86194 4.77425 -0.11741
H -4.43105 0.73207 0.17312
C 3.99204 2.79511 0.95850
C 1.73229 4.20564 0.19505
H 2.80961 5.96214 0.78778
C 0.53491 0.20652 -1.10823
H -1.91053 -0.52152 3.12574
H -2.97495 0.23902 1.95421
H 2.92700 1.03590 0.38593
H -4.45852 -2.64117 -1.64725
H -0.89566 0.90697 5.05224
C -0.36851 -3.11018 -3.18746
C -1.13075 1.78685 0.78602
C 2.89044 2.11881 0.45346
H 1.57461 -0.11095 -1.03174
N 2.30786 -1.31438 1.26118
C -1.80662 4.40884 -3.99961
H 4.87133 2.24191 1.26350
H 4.83601 -3.38727 0.45965
N -2.22068 -3.87207 3.04989
Si 0.20741 1.96233 -0.56762
H -2.27321 4.96728 -4.80038
N 3.05090 -1.84262 2.15663
C 3.44320 -2.29371 -1.31570
H -0.26668 -4.94199 0.22372
C -2.55476 -3.63695 -1.38924
N -3.29606 -3.33188 2.44835
H -0.86207 -2.23247 -3.60688
H 0.13622 2.90702 2.97805
C 0.28888 0.79533 2.52811
N 4.62166 -1.85445 -0.94610
C 0.17215 1.95220 3.50900
C -2.24607 4.56850 -2.69333
N 2.37326 -2.76855 2.86936
H 6.25947 -3.12941 -0.58185
H -2.75873 -4.48560 -2.04678
N -1.58864 -2.44186 1.52045
H -0.70475 -3.99690 -3.72724
C -4.53598 -0.29206 -0.18655
H 6.04432 -1.07165 -2.29240
H -0.27207 -5.63636 -1.41152
H -2.09702 1.65111 0.28577
P -0.76435 -3.27683 -1.42876
H -3.15359 1.27996 4.20084
C 3.96366 4.17707 1.08225
H 0.42170 -0.13402 3.08642
C -1.64546 3.84925 -1.66861
H 0.20042 0.02514 -2.13170
H 5.86304 -1.98454 0.72813
C -1.05305 1.77391 4.40219
H -2.59068 2.45745 3.03733
H 0.29431 -4.12653 3.59955
H -5.35232 -0.32186 -0.91000
H 5.63723 -0.02926 -0.91160
H 4.48666 -0.22101 -2.24393
N 0.12306 -3.54297 2.79530
H -3.80996 0.22594 -3.02884
N -0.92564 0.61653 1.67602
C 0.03070 -4.77638 -0.81266
H 1.10901 -4.64445 -0.86869
C -2.09463 0.40272 2.57498
C -2.90073 0.30899 -2.43069
C -0.76099 3.53797 -4.27629
*
```

C30H47N5PbS | the ωB97M-V functional and the def2-TZVPD basis

Values from the calculation:
Max |F| (eV Å⁻¹): 5.55
HOMO (alpha / beta) (eV): 2.46 / 2.47
Calculated total energy (Eh): -2035.94071

Structure (ORCA input):
```
! RIJCOSX wB97M-V def2-TZVPD def2/J DEFGRID3
* xyz -2 1
C -0.26857 -0.81164 -1.86141
C 5.62712 1.68949 0.57806
H -1.20376 -2.15330 -4.86976
C 0.38088 4.41851 0.22638
C 3.69193 0.69940 -0.61225
N 0.18256 0.60456 2.49862
H -3.07047 0.57416 1.24811
H 3.85088 1.26768 -1.53236
H 5.95044 2.19576 -0.33890
C -0.85475 -1.70316 -2.75718
H -4.67134 -3.93793 -0.04452
H 0.61034 6.22303 -0.94272
C -0.07830 0.19935 3.60676
H -4.28127 0.31951 -0.90158
H -4.28305 -1.33611 -1.60054
C -1.99846 -2.47302 1.09947
H -0.07811 2.90957 1.73252
C -3.83649 -0.68350 -0.83741
N 3.50327 2.84492 0.46197
C -2.65008 -4.54667 0.55075
H -0.12382 2.53613 -0.69385
H -4.63070 0.24893 1.99785
H -0.87202 -5.85783 2.59280
C 0.00761 -0.38840 -4.62974
Pb -0.62991 -0.82178 0.50046
C 4.12410 1.52257 0.58197
H 4.31718 -0.19746 -0.65792
H -0.63068 -6.35873 0.89547
C 0.50513 0.24620 -2.32481
H 3.95290 1.56008 2.75199
H -1.30944 4.19632 1.55351
H -6.13598 -0.65020 0.63921
H 0.67057 -2.39357 2.12201
H 6.06079 0.68188 0.58788
H 5.98569 2.22856 1.46064
H 0.40199 3.79790 -1.83466
H 2.39348 5.55295 1.86534
C -4.09978 -1.24377 0.56158
H -2.55440 -5.60361 0.39538
H -0.48176 0.85594 -6.32432
H 2.64016 0.41092 -0.52872
N 1.82133 4.15231 0.30092
H -0.25337 -3.35309 3.28698
H -0.93714 6.04898 -0.08238
C 3.65277 0.91581 1.91214
C -0.73113 -1.48003 -4.15311
C -0.23412 3.98775 1.56173
H 1.32310 -3.93010 2.68825
H 1.46419 -4.62749 0.02247
C -0.16738 3.60480 -0.92364
H 0.81728 -2.97743 -0.17219
H 0.76003 -5.99670 1.92532
H 0.52038 6.50645 0.82555
H -0.05416 -4.35353 -0.89591
H 0.21551 4.54532 2.39298
H -3.22604 -0.67981 2.51605
S -0.45177 -0.36734 5.04697
H -0.24612 -0.86540 -6.72943
C 2.40148 3.08359 -0.26201
C -3.69165 -3.72559 0.33993
C 3.70436 3.86445 1.38713
H 1.14909 0.18299 -6.35448
N -1.63740 -3.77642 1.07189
C -0.26986 -5.69746 1.69014
H -5.93029 -2.21584 -0.14279
H 1.22188 1.29769 -4.07568
H -1.20423 3.89878 -1.10546
C 0.63042 0.45541 -3.70688
C -0.24437 -4.23165 1.28130
C -3.71112 -0.22721 1.64488
C 0.10643 -0.04730 -6.09351
C 0.14703 5.89641 -0.00357
H -1.43043 -2.57714 -2.43164
H 2.55407 0.79896 1.92599
C 0.39271 -3.41998 2.40378
C -5.57438 -1.59184 0.68250
H -5.80279 -2.07435 1.63818
H 1.03049 0.93899 -1.65752
H 4.53159 3.89048 2.06567
C 2.64372 4.68739 1.28241
H -2.76364 -0.58998 -1.07328
H 4.12578 -0.06532 2.04195
N -3.30575 -2.47275 0.73955
C 0.53958 -4.03647 -0.02729
*
```